Record 1
11
Properties=species:S:1:pos:R:3 method="wB97M-V/def2-TZVPD" de_lowest_kcal_mol=86.2 smiles="COC(=O)NO" fmax_ev_per_a=5.03 lumo_energy_ev=0.80
N 1.64 0.49 0.25
H 2.60 -1.20 0.31
O 2.07 -0.76 -0.33
O -0.38 -0.58 -0.18
C -1.77 -0.41 0.04
H -2.49 0.25 -0.81
H -1.93 -0.03 1.09
H -2.34 -1.43 -0.13
O -0.05 1.79 -0.25
C 0.25 0.62 -0.12
H 2.42 1.27 0.14

---

Record 2
11
Properties=species:S:1:pos:R:3 method="wB97M-V/def2-TZVPD" de_lowest_kcal_mol=9.9 smiles="NC=O.O=CO" fmax_ev_per_a=1.77 lumo_energy_ev=0.77
H 0.99 0.24 0.08
C 1.33 -1.46 -0.65
H -2.12 0.13 -0.18
C -0.77 1.46 0.47
O -1.29 2.42 -0.08
H 0.14 1.65 1.06
H -0.90 -0.54 0.91
O 0.84 -2.10 0.24
N -1.34 0.24 0.44
H 1.78 -1.91 -1.55
O 1.36 -0.14 -0.74

---

Record 3
11
Properties=species:S:1:pos:R:3 method="wB97M-V/def2-TZVPD" de_lowest_kcal_mol=150.7 fmax_ev_per_a=5.86 lumo_energy_ev=0.41
H 0.83 -2.43 -0.86
H 0.36 1.74 -1.21
O 0.36 -0.56 -1.37
H -0.75 2.00 1.85
O -1.20 -0.37 0.96
O -0.83 2.10 0.89
H 1.70 -1.24 -0.13
N 0.75 -1.52 -0.40
H -0.33 -1.35 0.46
C -0.93 0.68 0.32
C 0.05 0.96 -0.53

---

Record 4
12
Properties=species:S:1:pos:R:3 method="wB97M-V/def2-TZVPD" de_lowest_kcal_mol=60.6 fmax_ev_per_a=4.77 lumo_energy_ev=0.51
H 1.69 -1.63 -0.65
O -2.63 0.13 -0.76
H 0.48 1.12 0.64
S -1.48 -0.17 0.01
H -0.84 2.27 0.60
C 0.02 -2.04 -0.11
H -0.59 -2.64 0.55
O -0.64 -1.14 -0.92
O -1.60 -0.86 1.29
N 1.24 -2.18 -0.04
H -0.22 1.45 -0.88
C -0.43 1.23 0.15

---

Record 5
12
Properties=species:S:1:pos:R:3 method="wB97M-V/def2-TZVPD" de_lowest_kcal_mol=169.8 fmax_ev_per_a=2.45 lumo_energy_ev="-1.56 / -1.27"
H 0.04 1.97 -0.41
O -0.98 1.58 -2.73
C 0.42 0.96 -0.41
N -1.60 -0.47 -1.52
O -1.13 -1.59 -0.88
C -0.02 0.16 0.76
O -1.14 0.41 1.33
H -0.14 -0.94 0.33
H 1.48 0.91 -0.62
H -1.92 -1.98 -0.45
S -0.39 0.40 -2.16
H 0.84 -0.06 1.44

---

Record 6
12
Properties=species:S:1:pos:R:3 method="wB97M-V/def2-TZVPD" de_lowest_kcal_mol=139.2 smiles="CN(O)O.O=C=O" fmax_ev_per_a=9.36 lumo_energy_ev=0.53
H -0.25 -1.12 -2.19
C 0.72 -0.28 0.65
H 1.73 -0.32 0.23
O 0.16 -1.46 -1.22
O -1.29 1.77 -0.36
H -1.39 -1.03 1.14
N -0.32 -0.49 -0.38
O -1.24 -1.27 0.34
O 0.83 2.53 -0.52
C -0.18 2.04 -0.35
H 0.61 0.67 1.26
H 0.62 -1.05 1.40

---

Record 7
12
Properties=species:S:1:pos:R:3 method="wB97M-V/def2-TZVPD" de_lowest_kcal_mol=88.7 smiles="O=C(O)O.CN=O" fmax_ev_per_a=2.25 lumo_energy_ev=-0.68
C -1.30 -0.37 0.05
N -1.48 0.93 0.72
O -2.56 1.20 1.20
C 1.78 0.98 -0.07
O 1.18 0.67 -1.08
O 1.29 1.37 1.07
H 3.17 0.57 -0.90
H 0.32 1.22 0.94
H -1.23 -1.05 0.89
H -2.13 -0.57 -0.56
H -0.46 -0.32 -0.61
O 3.08 0.88 0.00

---

Record 8
10
Properties=species:S:1:pos:R:3 method="wB97M-V/def2-TZVPD" de_lowest_kcal_mol=74.1 fmax_ev_per_a=3.39 lumo_energy_ev="0.39 / 0.39"
H -0.45 -2.07 -0.61
H -0.20 1.32 0.26
N -0.58 -1.13 -0.13
C 0.78 0.78 0.26
H 1.12 0.74 1.31
O -2.01 1.15 -0.13
H 1.48 1.48 -0.22
C 0.61 -0.65 -0.18
H 1.39 -1.30 -0.45
S -2.14 -0.32 -0.11